1.
Entry from the OMol25 dataset: a cluster of 2 separate species, C5H10ClN4 in total at a distorted geometry (ωB97M-V/def2-TZVPD).

XYZ file:
```
20
C5H10ClN4 ωB97M-V/def2-TZVPD
C 0.395 1.787 2.553
C 0.129 0.383 2.833
C 0.405 1.910 1.197
C -0.146 -0.030 -2.798
C -0.203 0.230 -0.518
N -0.123 -0.212 1.731
N 0.042 0.644 0.675
N 0.026 0.747 -1.611
N -0.369 -2.479 -0.212
Cl 1.046 2.157 -1.867
H 0.589 2.397 3.378
H -0.010 -0.078 3.765
H 0.334 2.846 0.624
H 0.825 -0.268 -3.126
H -0.711 -0.993 -2.557
H -0.622 0.633 -3.484
H -0.464 -0.953 -0.366
H 0.599 -2.727 0.125
H -0.705 -3.183 -0.916
H -1.036 -2.811 0.572
```

Summary:
Max |F| = 5.170 eV/A
Orbital gap = 0.3525 Ha
Spin multiplicity = 1
Net charge = +1
Energy = -875.38029 Ha
Highest occupied orbital energy = -13.73 eV
Lowest unoccupied orbital energy = -4.139 eV
Relative energy (zero: lowest compared OMol25 entry of this formula, charge and spin) = 3.852 eV


2.
Entry from the OMol25 dataset: a structure of composition C5H10ClN4O3 at a distorted geometry (ωB97M-V/def2-TZVPD).

XYZ file:
```
23
C5H10ClN4O3 ωB97M-V/def2-TZVPD
C 1.637 0.923 0.981
C -0.359 -1.135 1.587
C 1.354 0.317 -1.413
C -1.451 -0.079 -0.229
C -1.738 1.440 0.190
N 0.016 -1.998 -0.719
N 0.748 -1.859 1.993
N 1.343 0.034 -0.004
N -0.279 -0.788 0.126
O 2.347 1.822 0.637
O -1.347 -0.802 2.182
O -0.673 -2.088 -1.654
Cl -0.523 2.661 -0.288
H 1.271 0.714 1.971
H 1.990 1.203 -1.550
H 1.964 -0.559 -1.970
H 0.376 0.495 -1.906
H -1.472 -0.053 -1.279
H -2.393 -0.658 0.241
H -1.826 1.348 1.225
H -2.681 1.870 -0.203
H 1.276 -2.351 1.285
H 0.677 -2.367 2.867
```

Summary:
Max |F| = 5.025 eV/A
Orbital gap = 0.3017 Ha
Spin multiplicity = 1
Net charge = +1
Energy = -1100.98744 Ha
Highest occupied orbital energy = -14.70 eV
Lowest unoccupied orbital energy = -6.491 eV
Relative energy (zero: lowest compared OMol25 entry of this formula, charge and spin) = 1.052 eV


3.
Entry from the OMol25 dataset: a cluster of 2 separate species, C5H10ClNO3 in total at a distorted geometry (ωB97M-V/def2-TZVPD).

XYZ file:
```
20
C5H10ClNO3 ωB97M-V/def2-TZVPD
O -1.858 3.034 2.669
N -0.876 2.414 2.440
O 0.444 3.164 2.598
C -0.604 1.250 1.943
Cl -2.046 0.292 1.745
H 0.388 3.498 3.498
H 0.411 0.957 1.914
C 0.978 -2.413 -0.384
C 0.891 -0.894 -0.186
C -0.109 -0.121 -0.539
O -1.153 -0.755 -1.193
C -2.146 0.128 -1.770
H 1.008 -2.937 0.608
H 0.027 -2.853 -0.815
H 1.955 -2.705 -0.954
H 1.786 -0.480 0.213
H -0.079 0.980 -0.613
H -1.721 0.906 -2.463
H -2.673 0.619 -1.052
H -2.860 -0.505 -2.270
```

Summary:
Max |F| = 3.509 eV/A
Orbital gap = 0.3422 Ha
Spin multiplicity = 1
Net charge = 0
Energy = -936.97863 Ha
Highest occupied orbital energy = -8.63 eV
Lowest unoccupied orbital energy = 0.684 eV
Relative energy (zero: lowest compared OMol25 entry of this formula, charge and spin) = 3.786 eV
SMILES = [O-]/[N+](O)=C\Cl.C/C=C\OC


4.
Entry from the OMol25 dataset: the molecule C5H10ClNS at a distorted geometry (ωB97M-V/def2-TZVPD).

XYZ file:
```
18
C5H10ClNS ωB97M-V/def2-TZVPD
N 1.385 -0.338 -2.060
C 0.008 -0.255 -1.524
C -0.585 1.021 -0.888
C -0.802 0.267 0.438
Cl -2.564 0.067 0.712
C 0.005 -0.934 -0.134
C 1.118 -1.050 0.949
S 1.973 0.580 0.941
H 1.336 0.107 -3.058
H 1.829 -1.290 -2.192
H -0.891 -0.501 -2.014
H -1.604 1.137 -1.391
H -0.072 1.871 -0.715
H -0.565 0.667 1.332
H -0.826 -1.707 0.097
H 0.534 -1.123 1.941
H 2.065 -1.841 0.735
H 2.062 0.326 -0.507
```

Summary:
Max |F| = 5.266 eV/A
Orbital gap = 0.3369 Ha
Spin multiplicity = 1
Net charge = 0
Energy = -1109.51631 Ha
Highest occupied orbital energy = -8.58 eV
Lowest unoccupied orbital energy = 0.586 eV
Relative energy (zero: lowest compared OMol25 entry of this formula, charge and spin) = 3.216 eV
SMILES = N[C@@H]1C[C@@H](Cl)[C@@H]1CS


5.
Entry from the OMol25 dataset: the molecule C5H10ClP at a distorted geometry (ωB97M-V/def2-TZVPD).

XYZ file:
```
17
C5H10ClP ωB97M-V/def2-TZVPD
C -1.389 2.076 -2.148
P 0.159 1.238 -1.438
C -0.416 0.627 0.034
Cl -2.079 0.591 0.386
C 0.668 -0.485 1.099
C -0.227 -1.677 1.446
C 1.945 -0.853 0.356
H -1.840 1.307 -2.770
H -2.142 2.388 -1.345
H -1.015 3.005 -2.473
H 0.710 0.226 2.003
H -0.195 -1.881 2.562
H -1.191 -1.390 1.176
H 0.163 -2.410 0.856
H 1.811 -1.079 -0.642
H 2.478 -1.666 0.656
H 2.560 -0.017 0.240
```

Summary:
Max |F| = 3.927 eV/A
Orbital gap = 0.3361 Ha
Spin multiplicity = 1
Net charge = 0
Energy = -997.93947 Ha
Highest occupied orbital energy = -8.71 eV
Lowest unoccupied orbital energy = 0.433 eV
Relative energy (zero: lowest compared OMol25 entry of this formula, charge and spin) = 1.733 eV
SMILES = C/P=C(\Cl)C(C)C


6.
Entry from the OMol25 dataset: the molecule C5H10F3O2P (ωB97M-V/def2-TZVPD).

XYZ file:
```
21
C5H10F3O2P ωB97M-V/def2-TZVPD
O -2.754 -0.387 3.714
O -2.596 -0.646 2.311
C -1.232 -0.947 2.038
P -0.845 -0.279 0.263
C -0.555 0.341 -1.505
C 0.863 0.139 -2.038
C 1.909 0.878 -1.247
F 1.523 1.983 -0.575
C 3.175 0.513 -1.188
F 4.089 0.988 -0.370
F 3.665 -0.441 -1.955
H -3.028 0.541 3.714
H -0.598 -0.485 2.798
H -1.106 -2.038 2.073
H -2.231 0.056 0.149
H -0.329 -1.557 -0.095
H 0.111 0.620 0.794
H -1.231 -0.251 -2.135
H -0.873 1.384 -1.594
H 1.135 -0.918 -2.080
H 0.909 0.505 -3.071
```

Summary:
Max |F| = 0.813 eV/A
Orbital gap = 0.3395 Ha
Spin multiplicity = 1
Net charge = 0
Energy = -987.70499 Ha
Highest occupied orbital energy = -8.47 eV
Lowest unoccupied orbital energy = 0.770 eV
Relative energy (zero: lowest compared OMol25 entry of this formula, charge and spin) = 0.000 eV
SMILES = OOC[PH3]CCC(F)=C(F)F


7.
Entry from the OMol25 dataset: a cluster of 2 separate species, C5H10FINO3 in total at a distorted geometry (ωB97M-V/def2-TZVPD).

XYZ file:
```
21
C5H10FINO3 ωB97M-V/def2-TZVPD
O 1.976 -1.275 1.270
C 2.465 -0.378 0.367
N 3.368 -0.958 -0.692
I 3.148 -0.112 -2.546
O 2.126 1.024 0.600
C 0.876 1.450 -0.027
C -0.500 0.871 0.688
C -1.601 0.432 -0.434
C -2.177 -1.088 -0.346
O -1.899 -1.830 0.886
H 4.357 -1.071 -0.383
H 0.788 1.264 -1.178
H 0.831 2.637 0.107
H -0.983 1.782 1.292
H -0.239 0.069 1.497
H -2.543 1.158 -0.325
H -1.245 0.589 -1.563
H -1.725 -1.698 -1.260
H -3.365 -1.050 -0.456
H -1.295 -2.592 0.583
F -2.365 0.778 1.921
```

Summary:
Max |F| = 8.829 eV/A
Orbital gap = 0.1837 Ha
Spin multiplicity = 1
Net charge = -1
Energy = -874.37225 Ha
Highest occupied orbital energy = -3.40 eV
Lowest unoccupied orbital energy = 1.600 eV


8.
Entry from the OMol25 dataset: a structure of composition C5H10FN2 at a distorted geometry (ωB97M-V/def2-TZVPD).

XYZ file:
```
18
C5H10FN2 ωB97M-V/def2-TZVPD
C -0.409 0.581 -0.092
H 0.930 -0.223 1.293
F -0.293 1.017 -1.766
C 0.897 -0.182 0.165
C -1.665 -0.254 -0.246
H -1.554 -1.004 -1.042
H -1.820 -0.825 0.685
H -2.520 0.420 -0.406
N -0.366 1.902 0.434
H -0.079 1.821 1.435
H -1.312 2.302 0.409
C 2.060 0.605 -0.232
N 3.009 1.161 -0.592
C 0.970 -1.601 -0.405
H 0.173 -2.218 0.030
H 0.858 -1.597 -1.500
H 1.932 -2.066 -0.148
H -0.809 0.162 1.976
```

Summary:
Max |F| = 2.894 eV/A
Orbital gap = 0.2192 Ha
Spin multiplicity = 1
Net charge = -1
Energy = -405.80660 Ha
Highest occupied orbital energy = -2.01 eV
Lowest unoccupied orbital energy = 3.950 eV
Relative energy (zero: lowest compared OMol25 entry of this formula, charge and spin) = 2.412 eV


9.
Entry from the OMol25 dataset: a structure of composition C5H10FO at a distorted geometry (ωB97M-V/def2-TZVPD).

XYZ file:
```
17
C5H10FO ωB97M-V/def2-TZVPD
C 0.316 -1.022 -0.023
C 1.108 -0.791 1.188
C -0.193 0.629 -1.870
C -0.934 0.331 1.913
C 0.704 -0.440 -1.406
O 0.157 0.149 0.962
F 2.594 -0.186 0.576
H -0.594 -1.588 0.000
H 1.378 -1.261 2.106
H 0.187 0.881 -2.838
H -0.232 1.392 -1.144
H -1.182 0.186 -1.903
H -1.406 1.351 1.713
H -1.668 -0.429 1.634
H -0.684 0.087 2.915
H 1.703 -0.071 -1.318
H 0.777 -1.231 -2.193
```

Summary:
Max |F| = 6.852 eV/A
Orbital gap = 0.4374 Ha
Spin multiplicity = 1
Net charge = +1
Energy = -371.18276 Ha
Highest occupied orbital energy = -16.16 eV
Lowest unoccupied orbital energy = -4.258 eV
Relative energy (zero: lowest compared OMol25 entry of this formula, charge and spin) = 2.910 eV


10.
Entry from the OMol25 dataset: a cluster of 2 separate species, C5H10FO3P in total at a distorted geometry (ωB97M-V/def2-TZVPD).

XYZ file:
```
20
C5H10FO3P ωB97M-V/def2-TZVPD
C -2.561 2.255 1.050
C -2.010 1.185 1.719
C 0.246 -2.527 -1.633
C 2.603 1.172 -0.655
C -2.166 -0.091 1.284
O 2.213 -0.734 1.369
O 0.863 -2.196 -0.392
O 1.838 0.042 -0.954
F -2.813 -0.447 0.124
P 1.171 -0.705 0.335
H -2.113 3.313 1.129
H -3.417 2.165 0.377
H -1.174 1.096 2.458
H 0.360 -1.591 -2.194
H -0.675 -2.857 -1.415
H 0.851 -3.397 -2.016
H 3.011 1.051 0.269
H 1.965 1.942 -0.888
H 3.477 1.285 -1.462
H -1.669 -0.961 1.494
```

Summary:
Max |F| = 5.115 eV/A
Orbital gap (alpha / beta) = 0.3231 / 0.3263 Ha
Spin multiplicity = 3
Net charge = 0
Energy = -863.31738 Ha
Highest occupied orbital energy (alpha / beta) = -7.94 / -10.90 eV
Lowest unoccupied orbital energy (alpha / beta) = 0.854 / -2.019 eV